# C38H40Cl2N3O7P2Rb

A molecular structure, C38H40Cl2N3O7P2Rb (the ωB97M-V functional and the def2-TZVPD basis, the OMol25 dataset).

Positions of all 93 atoms, in Å:
Rb (0.3611, 1.5550, 2.7607)
C (-1.8803, 1.4252, 6.0726)
C (-1.6162, 0.0776, 5.4032)
C (-2.1440, -1.0656, 6.2681)
O (-0.2316, -0.0879, 5.1427)
C (-2.3598, 0.0502, 4.0122)
O (-3.5956, 0.0221, 4.0149)
O (-1.5706, 0.0223, 3.0234)
H (-1.4540, 1.4391, 7.0788)
H (-2.9551, 1.6003, 6.1246)
H (-1.4216, 2.2224, 5.4847)
H (-1.7963, -0.9609, 7.2997)
H (-1.7828, -2.0193, 5.8785)
H (-3.2334, -1.0567, 6.2438)
H (-0.2477, -0.1665, 4.1630)
N (3.6403, 0.2412, 1.6834)
C (4.6187, 0.8246, 2.6113)
C (3.9753, 1.7870, 3.6672)
O (4.7357, 2.1743, 4.5672)
O (2.7667, 2.0633, 3.4634)
H (3.6330, 0.7502, 0.8084)
H (2.7307, 0.4340, 2.0975)
H (5.3775, 1.3933, 2.0720)
H (5.1232, 0.0288, 3.1669)
Cl (0.2468, 6.6415, 2.8258)
C (1.2625, 5.3284, 2.2024)
Cl (2.3940, 5.9656, 1.0069)
C (0.3757, 4.1442, 1.6413)
O (-0.6040, 3.8835, 2.3562)
O (0.7729, 3.6019, 0.6016)
H (1.8490, 4.9452, 3.0345)
C (0.7833, 0.9935, -2.5842)
P (0.6109, 0.3294, -0.8107)
C (0.9031, -1.4713, -1.0321)
C (1.9462, -1.9350, -1.8332)
C (2.2079, -3.2911, -1.9489)
C (1.4407, -4.2090, -1.2483)
C (0.4420, -3.7583, -0.3984)
C (0.1859, -2.4014, -0.2803)
C (-1.2208, 0.4516, -0.6615)
C (-2.1354, -0.5440, -1.0002)
C (-3.4936, -0.3357, -0.8299)
C (-3.9626, 0.8644, -0.3192)
C (-3.0640, 1.8648, 0.0104)
C (-1.7030, 1.6629, -0.1626)
P (0.4244, -0.0557, -4.0736)
C (0.6972, 1.1593, -5.4370)
C (1.5257, 2.2747, -5.3573)
C (1.7660, 3.0607, -6.4781)
C (1.1909, 2.7429, -7.6970)
C (0.3702, 1.6252, -7.7929)
C (0.1338, 0.8417, -6.6779)
C (-1.4131, -0.0530, -4.2008)
C (-2.1787, 1.1074, -4.1380)
C (-3.5493, 1.0493, -4.3236)
C (-4.1680, -0.1651, -4.5909)
C (-3.4120, -1.3239, -4.6672)
C (-2.0392, -1.2656, -4.4729)
H (1.8348, 1.2804, -2.6853)
H (0.1943, 1.9122, -2.6088)
H (2.5755, -1.2355, -2.3687)
H (3.0076, -3.6307, -2.5965)
H (1.6363, -5.2701, -1.3486)
H (-0.1325, -4.4617, 0.1929)
H (-0.5648, -2.0555, 0.4156)
H (-1.7943, -1.4927, -1.3838)
H (-4.1909, -1.1259, -1.0831)
H (-5.0241, 1.0108, -0.1600)
H (-3.4103, 2.7973, 0.4372)
H (-1.0006, 2.4414, 0.1146)
H (1.9866, 2.5424, -4.4146)
H (2.4073, 3.9301, -6.3959)
H (1.3806, 3.3572, -8.5687)
H (-0.0837, 1.3649, -8.7418)
H (-0.5007, -0.0335, -6.7586)
H (-1.7033, 2.0609, -3.9402)
H (-4.1401, 1.9549, -4.2608)
H (-5.2407, -0.2062, -4.7352)
H (-3.8906, -2.2740, -4.8728)
H (-1.4376, -2.1669, -4.5190)
N (3.3715, -2.7811, 1.8730)
C (2.2061, -3.1984, 2.4343)
C (2.0591, -4.5324, 2.8709)
C (0.8395, -4.9503, 3.3513)
C (-0.2169, -4.0488, 3.4016)
C (0.0205, -2.7511, 2.9772)
N (1.1891, -2.3212, 2.5037)
H (4.1941, -3.3265, 2.0594)
H (3.5091, -1.7636, 1.7364)
H (2.9125, -5.1993, 2.8324)
H (0.7042, -5.9741, 3.6826)
H (-1.1920, -4.3325, 3.7736)
H (-0.7642, -2.0032, 3.0148)

Output
**Frontier orbital gap**: 6.781 eV
**HOMO level**: -3.079 eV
**Molar mass**: 869.07 g mol⁻¹
**Lowest unoccupied orbital energy**: 3.7 eV
**Net charge**: -2

---

# C38H40N8O5RhS4

A molecular structure, C38H40N8O5RhS4 (the ωB97M-V functional and the def2-TZVPD basis, the OMol25 dataset).

Positions of all 96 atoms, in Å:
Rh (-1.2158, -0.7700, -0.6690)
N (-0.3871, -3.0283, 7.1601)
C (-0.8140, -2.2825, 6.1009)
C (-2.1821, -2.0773, 5.8778)
C (-2.6145, -1.3242, 4.8061)
C (-1.6868, -0.7617, 3.9392)
C (-0.3241, -0.9508, 4.1497)
C (0.1119, -1.7080, 5.2147)
S (-2.2205, 0.2201, 2.5953)
O (-1.2372, 1.2460, 2.3465)
O (-3.5869, 0.5942, 2.7945)
N (-2.0588, -0.7664, 1.3054)
C (-2.5736, -1.9901, 1.1487)
N (-2.1249, -2.4381, -0.0550)
C (-2.3693, -3.6779, -0.4540)
C (-3.1240, -4.4964, 0.3625)
C (-3.5908, -3.9452, 1.5571)
N (-3.3345, -2.7090, 1.9679)
H (-1.0410, -3.3886, 7.8290)
H (0.5896, -3.1231, 7.3630)
H (-2.9031, -2.5095, 6.5602)
H (-3.6689, -1.1632, 4.6314)
H (0.3928, -0.4898, 3.4816)
H (1.1725, -1.8489, 5.3852)
H (-1.9775, -3.9715, -1.4205)
H (-3.3571, -5.5110, 0.0817)
H (-4.2106, -4.5397, 2.2190)
O (-0.5325, -1.5749, -2.3174)
C (-1.4565, -1.2024, -3.2919)
C (-1.7944, -2.4322, -4.1187)
C (-1.1721, -3.6407, -4.0192)
C (-1.6263, -4.5788, -4.9875)
C (-2.5730, -4.0542, -5.8088)
S (-2.9160, -2.4225, -5.4253)
C (-2.7038, -0.6420, -2.5403)
C (-2.9823, 0.6583, -2.1346)
C (-4.2793, 0.8233, -1.5985)
C (-4.9988, -0.3317, -1.6484)
S (-4.1344, -1.6167, -2.3453)
C (-0.8197, -0.1477, -4.1932)
C (0.5104, -0.0662, -4.4720)
C (0.8086, 0.9236, -5.4496)
C (-0.3025, 1.5700, -5.8946)
S (-1.7179, 0.9826, -5.1285)
H (-0.3981, -3.8324, -3.2915)
H (-1.2601, -5.5911, -5.0704)
H (-3.0917, -4.5355, -6.6214)
H (-2.2954, 1.4757, -2.2652)
H (-4.6557, 1.7536, -1.2029)
H (-6.0073, -0.4883, -1.2992)
H (1.2369, -0.7126, -4.0019)
H (1.8031, 1.1312, -5.8181)
H (-0.3707, 2.3540, -6.6309)
N (-0.3475, 1.0066, -1.2564)
C (0.4019, 1.8044, -1.6202)
N (1.2416, 2.6978, -2.0525)
C (0.7879, 4.0100, -2.5377)
C (1.6761, 4.4084, -3.7026)
O (3.0385, 4.3734, -3.3231)
C (3.4454, 3.0619, -2.9870)
C (2.6820, 2.5586, -1.7750)
H (0.8729, 4.7399, -1.7276)
H (-0.2536, 3.9315, -2.8472)
H (1.4562, 5.4296, -4.0084)
H (1.4997, 3.7319, -4.5480)
H (4.5101, 3.1034, -2.7648)
H (3.2822, 2.3854, -3.8360)
H (2.9390, 3.1514, -0.8914)
H (2.9051, 1.5097, -1.5792)
C (4.6126, 3.0784, 3.9530)
C (4.0736, 3.0761, 2.5304)
N (3.0310, 2.0695, 2.3253)
C (1.7004, 2.4095, 2.8199)
C (0.9568, 3.4076, 1.9359)
C (3.4246, 0.8682, 1.8493)
O (4.5964, 0.5986, 1.6249)
C (2.4322, -0.2359, 1.5302)
C (2.8773, -1.5403, 1.7120)
C (2.1037, -2.5940, 1.2629)
C (0.9445, -2.3165, 0.5667)
N (0.5312, -1.0616, 0.3571)
C (1.2232, -0.0413, 0.8839)
H (5.4154, 3.8091, 4.0468)
H (5.0164, 2.0973, 4.2019)
H (3.8418, 3.3361, 4.6798)
H (4.8797, 2.8612, 1.8323)
H (3.6462, 4.0473, 2.2717)
H (1.8219, 2.8414, 3.8155)
H (1.1121, 1.5080, 2.9570)
H (1.2936, 4.4299, 2.1111)
H (-0.1091, 3.3494, 2.1429)
H (1.1157, 3.1915, 0.8767)
H (3.8364, -1.7030, 2.1850)
H (2.4088, -3.6205, 1.4044)
H (0.3439, -3.0983, 0.1261)
H (0.7978, 0.9365, 0.7504)

Output
**Frontier orbital gap**: 7.046 eV
**HOMO level**: -10.220 eV
**Molar mass**: 919.96 g mol⁻¹
**Lowest unoccupied orbital energy**: -3.2 eV
**Net charge**: +1